1.
The ion C30H35N4O4S2 with charge +1. Source: the Open Molecules 2025 dataset; level of theory: ωB97M-V/def2-TZVPD.

The net charge is +1. For the energy above the lowest of the compared OMol25 structures with the same formula, charge and spin, the calculation gives 0.0 kJ/mol. As for the SMILES: CCOc1ccc2nc(N(CCC[NH+](C)C)C(=O)c3ccc(S(=O)(=O)N4CCc5ccccc5C4)cc3)sc2c1. The gap between HOMO and LUMO is 8.1 eV. As for the lowest unoccupied orbital energy: -0.105 hartree. The highest occupied orbital energy is -11.010 eV.

Cartesian coordinates (Å):
C 2.564 6.977 -0.432
C 3.096 5.557 -0.526
H 3.987 5.441 0.104
H 3.357 5.316 -1.565
O 2.069 4.684 -0.073
C 2.272 3.361 -0.040
C 1.200 2.601 0.439
C 1.335 1.233 0.504
C 2.515 0.585 0.090
C 3.577 1.347 -0.380
C 3.454 2.718 -0.442
H 4.287 3.297 -0.806
H 4.496 0.871 -0.685
N 2.469 -0.782 0.202
C 1.328 -1.202 0.671
N 1.111 -2.525 0.936
C -0.144 -3.146 0.978
O -0.259 -4.217 1.517
C -1.248 -2.461 0.266
C -1.059 -1.885 -0.992
C -2.128 -1.311 -1.651
C -3.382 -1.326 -1.066
C -3.593 -1.937 0.155
C -2.523 -2.506 0.824
H -2.662 -2.990 1.778
H -4.588 -1.989 0.563
S -4.755 -0.569 -1.974
O -4.251 -0.222 -3.267
O -5.869 -1.453 -1.849
N -5.149 0.837 -1.203
C -5.769 0.718 0.093
C -4.774 0.786 1.221
C -5.118 0.301 2.478
C -4.232 0.377 3.535
C -2.988 0.958 3.345
C -2.644 1.448 2.101
C -3.521 1.362 1.025
C -3.084 1.861 -0.329
C -4.246 1.953 -1.322
H -3.884 1.960 -2.351
H -4.823 2.865 -1.143
H -2.616 2.843 -0.226
H -2.322 1.175 -0.717
H -1.682 1.919 1.957
H -2.293 1.035 4.168
H -4.511 -0.006 4.504
H -6.095 -0.137 2.621
H -6.322 -0.222 0.097
H -6.497 1.533 0.201
H -2.023 -0.863 -2.627
H -0.085 -1.899 -1.460
C 2.241 -3.314 1.423
H 1.888 -3.874 2.294
H 3.023 -2.623 1.741
C 2.750 -4.324 0.391
H 1.981 -5.085 0.249
C 3.060 -3.742 -0.986
N 3.952 -2.561 -0.974
C 4.140 -2.056 -2.340
H 4.754 -1.158 -2.322
H 4.630 -2.804 -2.963
H 3.178 -1.805 -2.782
C 5.249 -2.832 -0.347
H 5.120 -3.110 0.695
H 5.869 -1.940 -0.390
H 5.761 -3.641 -0.868
H 3.391 -1.747 -0.400
H 3.514 -4.522 -1.604
H 2.126 -3.435 -1.462
H 3.623 -4.826 0.809
S 0.170 0.054 1.063
H 0.301 3.104 0.751
H 2.300 7.209 0.596
H 1.678 7.086 -1.051
H 3.322 7.676 -0.770


2.
The ion C4H9N2 with charge +1. Source: the Open Molecules 2025 dataset; level of theory: ωB97M-V/def2-TZVPD.

The net charge is +1. For the energy above the lowest of the compared OMol25 structures with the same formula, charge and spin, the calculation gives 455.0 kJ/mol. As for the SMILES: C[N@+]12C[C@@]1(N)C2. The gap between HOMO and LUMO is 11.9 eV. As for the lowest unoccupied orbital energy: -0.113 hartree. The highest occupied orbital energy is -14.946 eV.

Cartesian coordinates (Å):
C -0.302 -0.855 -1.142
C -0.534 -1.042 1.148
C 0.527 -0.814 0.143
C -0.888 1.375 0.012
N 1.838 0.175 0.382
N -0.725 -0.077 -0.012
H 0.077 -0.315 -2.033
H -0.708 -1.789 -1.518
H -1.078 -1.953 1.070
H -0.290 -0.337 1.960
H 0.053 1.951 0.266
H -0.848 1.694 -1.023
H -1.785 1.738 0.671
H 2.688 -0.360 0.596
H 1.975 0.608 -0.520


Which of these has the lowest lowest unoccupied orbital energy? C4H9N2


Copy entry 2 word for word.
The ion C4H9N2 with charge +1. Source: the Open Molecules 2025 dataset; level of theory: ωB97M-V/def2-TZVPD.

The net charge is +1. For the energy above the lowest of the compared OMol25 structures with the same formula, charge and spin, the calculation gives 455.0 kJ/mol. As for the SMILES: C[N@+]12C[C@@]1(N)C2. The gap between HOMO and LUMO is 11.9 eV. As for the lowest unoccupied orbital energy: -0.113 hartree. The highest occupied orbital energy is -14.946 eV.

Cartesian coordinates (Å):
C -0.302 -0.855 -1.142
C -0.534 -1.042 1.148
C 0.527 -0.814 0.143
C -0.888 1.375 0.012
N 1.838 0.175 0.382
N -0.725 -0.077 -0.012
H 0.077 -0.315 -2.033
H -0.708 -1.789 -1.518
H -1.078 -1.953 1.070
H -0.290 -0.337 1.960
H 0.053 1.951 0.266
H -0.848 1.694 -1.023
H -1.785 1.738 0.671
H 2.688 -0.360 0.596
H 1.975 0.608 -0.520


gap between HOMO and LUMO of number 1 (C30H35N4O4S2)? 8.1 eV


Which of these has the highest gap between HOMO and LUMO? C4H9N2